# 1
Here is a 5-piece molecular cluster, C13H29Cl8OPS overall from the Open Molecules 2025 dataset. Energies are from ωB97M-V/def2-TZVPD.

Structure (XYZ):
```
53
C13H29Cl8OPS ωB97M-V/def2-TZVPD
C 1.99 -2.19 0.72
O 2.30 -0.86 0.34
C 1.27 -0.29 -0.47
C 0.26 0.50 0.41
C -1.23 0.32 -0.08
C -1.69 -1.08 0.44
P -3.18 -1.76 -0.46
S -4.05 -3.14 0.97
H 1.07 -2.26 1.34
H 2.81 -2.51 1.38
H 1.87 -2.85 -0.15
H 0.69 -1.06 -1.01
H 1.80 0.37 -1.18
H 0.29 0.02 1.41
H 0.52 1.55 0.57
H -1.25 0.40 -1.17
H -1.83 1.09 0.42
H -0.84 -1.79 0.37
H -1.93 -1.03 1.52
H -2.70 -2.63 -1.49
H -3.52 -2.73 2.17
Cl 6.67 2.21 -0.34
C 5.60 2.19 1.08
C 4.20 1.74 0.73
Cl 3.34 2.94 -0.28
H 5.60 3.19 1.52
H 6.03 1.50 1.80
H 3.61 1.62 1.64
H 4.20 0.79 0.20
Cl 0.92 2.25 3.11
C 1.26 1.41 4.64
C 2.73 1.12 4.80
Cl 3.30 -0.09 3.62
H 0.67 0.50 4.66
H 0.92 2.06 5.45
H 2.93 0.71 5.80
H 3.33 2.01 4.68
Cl -2.41 3.45 0.70
C -2.11 4.24 -0.87
C -3.21 3.96 -1.87
Cl -3.24 2.26 -2.39
H -1.14 3.91 -1.23
H -2.05 5.31 -0.68
H -3.05 4.57 -2.76
H -4.18 4.21 -1.46
Cl -4.17 -2.87 -5.83
C -3.59 -4.53 -5.55
C -3.14 -4.74 -4.12
Cl -1.66 -3.83 -3.73
H -2.78 -4.72 -6.25
H -4.41 -5.20 -5.78
H -2.92 -5.79 -3.96
H -3.92 -4.44 -3.41
```

As for the HOMO energy: -7.97 eV. As for the LUMO energy: 0.46 eV. Its relative energy (zero: lowest compared OMol25 entry of this formula, charge and spin) is 14.2 kcal per mole. The frontier orbital gap is 8.433 eV. As for the SMILES: COCCCCPS.ClCCCl.ClCCCl.ClCCCl.ClCCCl. As for the total energy: -136302.1495 eV.

# 2
Here is C40H38AsBrCoN5OP as an isolated structure from the Open Molecules 2025 dataset. Energies are from ωB97M-V/def2-TZVPD.

Structure (XYZ):
```
88
C40H38AsBrCoN5OP ωB97M-V/def2-TZVPD
Co -0.40 0.08 1.23
Br -7.65 1.64 0.16
C -5.77 1.56 0.34
C -4.99 2.70 0.05
C -3.63 2.64 0.18
C -2.96 1.45 0.60
O -1.69 1.46 0.72
C -3.78 0.30 0.90
C -3.17 -0.85 1.49
N -1.90 -1.05 1.39
C -1.02 -1.76 2.17
C -0.77 -3.13 2.11
C -0.07 -3.76 3.14
C 0.33 -3.08 4.27
C 0.14 -1.69 4.36
C 0.42 -0.91 5.51
C 0.18 0.44 5.49
C -0.27 1.04 4.31
N -0.58 0.34 3.24
C -0.45 -1.00 3.26
C -5.16 0.39 0.79
H -5.47 3.61 -0.27
H -3.01 3.50 -0.04
H -3.79 -1.53 2.08
H -1.18 -3.71 1.31
H 0.08 -4.83 3.08
H 0.76 -3.61 5.10
H 0.79 -1.41 6.40
H 0.34 1.04 6.37
H -0.40 2.11 4.24
H -5.78 -0.45 1.05
C 1.42 -3.18 -4.21
C 1.66 -1.83 -4.42
C 1.12 -0.88 -3.58
C 0.30 -1.27 -2.53
C 0.10 -2.63 -2.28
C 0.64 -3.58 -3.13
As -0.60 0.06 -1.37
C -2.44 -0.08 -1.99
C -3.11 -1.30 -1.98
C -4.42 -1.39 -2.41
C -5.08 -0.26 -2.85
C -4.44 0.96 -2.86
C -3.13 1.06 -2.41
C -0.03 1.75 -2.16
C 0.62 2.71 -1.38
C 1.00 3.92 -1.93
C 0.73 4.19 -3.26
C 0.08 3.25 -4.05
C -0.30 2.04 -3.50
H 1.84 -3.92 -4.87
H 2.26 -1.52 -5.26
H 1.32 0.17 -3.75
H -0.50 -2.94 -1.43
H 0.47 -4.62 -2.95
H -2.59 -2.20 -1.66
H -4.92 -2.35 -2.41
H -6.11 -0.33 -3.20
H -4.95 1.85 -3.21
H -2.63 2.02 -2.42
H 0.78 2.50 -0.33
H 1.49 4.67 -1.32
H 1.02 5.14 -3.69
H -0.13 3.46 -5.08
H -0.82 1.30 -4.11
C 4.87 1.17 0.24
N 4.33 -0.15 -0.33
C 4.76 -1.28 0.61
N 4.33 -1.01 1.93
C 4.87 0.25 2.42
N 4.42 1.34 1.57
C 3.02 1.63 1.69
P 1.96 0.18 1.17
C 2.86 -0.10 -0.47
C 2.91 -1.12 2.12
H 4.52 1.98 -0.40
H 5.96 1.12 0.21
H 4.75 -0.31 -1.25
H 5.85 -1.34 0.58
H 4.33 -2.21 0.25
H 5.96 0.20 2.42
H 4.54 0.42 3.45
H 2.78 2.50 1.08
H 2.80 1.87 2.74
H 2.58 0.70 -1.16
H 2.51 -1.05 -0.89
H 2.58 -2.12 1.81
H 2.68 -1.02 3.19
```

As for the HOMO energy (spin up / spin down): -14.59 / -14.60 eV. As for the LUMO energy (spin up / spin down): -9.88 / -9.96 eV. The frontier orbital gap (spin up / spin down) is 4.718 / 4.642 eV. The total charge is +3. As for the total energy: -229365.1635 eV.

# 3
Here is C44H49MoN5O4P as an isolated structure from the Open Molecules 2025 dataset. Energies are from ωB97M-V/def2-TZVPD.

Structure (XYZ):
```
104
C44H49MoN5O4P ωB97M-V/def2-TZVPD
Mo -0.25 -0.35 -0.72
C -5.81 -2.11 2.55
O -6.85 -1.45 1.85
C -6.74 -0.94 0.61
C -7.97 -0.57 0.06
C -8.09 -0.01 -1.19
C -6.95 0.18 -1.96
C -5.72 -0.19 -1.45
C -5.59 -0.73 -0.17
N -4.26 -1.09 0.28
C -3.15 -0.37 0.11
N -3.26 0.92 -0.20
C -2.25 1.91 -0.26
C -0.89 1.54 -0.28
C 0.11 2.52 -0.29
C -0.25 3.86 -0.36
C -1.58 4.21 -0.38
C -2.60 3.26 -0.32
O -3.85 3.79 -0.38
C -5.01 3.24 0.25
N -1.90 -0.91 0.27
C -1.76 -2.12 1.01
C -2.22 -2.29 2.31
C -2.00 -3.50 2.96
C -1.32 -4.52 2.32
C -0.82 -4.34 1.04
C -1.03 -3.13 0.41
O -0.46 -2.82 -0.82
C -0.93 -3.67 -1.91
H -6.25 -2.47 3.47
H -4.99 -1.44 2.79
H -5.45 -2.99 1.99
H -8.85 -0.74 0.68
H -9.06 0.26 -1.57
H -7.02 0.60 -2.96
H -4.84 -0.09 -2.07
H -4.12 -2.02 0.62
H -4.22 1.24 -0.28
H 1.15 2.23 -0.28
H 0.51 4.63 -0.39
H -1.89 5.25 -0.41
H -5.71 4.07 0.35
H -4.79 2.87 1.25
H -5.49 2.48 -0.37
H -2.74 -1.48 2.81
H -2.36 -3.63 3.98
H -1.15 -5.47 2.83
H -0.25 -5.13 0.55
H -0.42 -3.35 -2.81
H -2.01 -3.57 -2.02
H -0.67 -4.70 -1.71
O 1.43 -0.37 -1.89
P 1.04 -0.23 -3.40
C 2.09 0.95 -4.20
C 1.88 1.26 -5.55
C 2.77 2.10 -6.19
C 3.86 2.62 -5.50
C 4.06 2.32 -4.16
C 3.18 1.47 -3.50
C -0.66 0.39 -3.39
C -0.81 1.80 -3.39
C -2.04 2.36 -3.61
C -3.14 1.55 -3.89
C -3.01 0.16 -3.91
C -1.78 -0.42 -3.66
C 1.14 -1.82 -4.19
C 2.00 -2.76 -3.63
C 2.21 -3.97 -4.28
C 1.56 -4.23 -5.48
C 0.70 -3.29 -6.04
C 0.50 -2.07 -5.41
H 1.03 0.86 -6.09
H 2.62 2.35 -7.23
H 4.56 3.28 -6.01
H 4.91 2.73 -3.63
H 3.33 1.22 -2.46
H 0.06 2.43 -3.25
H -2.15 3.44 -3.61
H -4.10 2.00 -4.12
H -3.86 -0.46 -4.17
H -1.66 -1.49 -3.74
H 2.51 -2.55 -2.70
H 2.89 -4.70 -3.86
H 1.72 -5.18 -5.98
H 0.21 -3.49 -6.98
H -0.15 -1.33 -5.86
C 3.46 1.74 1.78
C 2.60 0.55 2.17
C 1.54 0.97 3.19
C 3.45 -0.60 2.72
N 1.92 0.13 0.90
N 0.86 -0.83 1.05
H 4.06 2.06 2.64
H 2.85 2.58 1.46
H 4.16 1.47 0.98
H 2.01 1.53 3.99
H 1.04 0.12 3.67
H 0.79 1.63 2.72
H 3.93 -0.30 3.65
H 4.24 -0.86 2.01
H 2.85 -1.49 2.94
H 2.60 -0.25 0.26
H 0.37 -0.59 1.91
H 1.19 -1.79 1.15
```

As for the HOMO energy (spin up / spin down): -15.41 / -15.41 eV. As for the LUMO energy (spin up / spin down): -9.56 / -9.28 eV. Its relative energy (zero: lowest compared OMol25 entry of this formula, charge and spin) is 0.3 kcal per mole. The frontier orbital gap (spin up / spin down) is 5.855 / 6.133 eV. Its multiplicity is 3. The total charge is +3. As for the total energy: -73184.5797 eV.

# 4
Here is C23H45Cl3N2O4PPtSi as an isolated structure from the Open Molecules 2025 dataset. Energies are from ωB97M-V/def2-TZVPD.

Structure (XYZ):
```
80
C23H45Cl3N2O4PPtSi ωB97M-V/def2-TZVPD
C 2.52 -1.67 -4.77
C 1.44 -0.90 -4.00
H 2.39 -1.40 -5.83
H 2.59 -2.77 -4.67
H 3.48 -1.21 -4.53
C 0.46 -0.22 -4.67
C 0.48 -0.09 -6.15
H -0.41 0.19 -4.17
H 0.07 -0.98 -6.69
H 1.47 0.13 -6.55
H -0.18 0.76 -6.37
Pt -0.56 -0.52 2.18
Cl 1.70 -0.89 2.52
Cl -0.96 -2.82 2.22
C 0.58 2.29 2.10
O -0.48 1.61 1.90
N 0.52 3.60 2.04
C -0.70 4.28 1.66
C 1.68 4.43 2.35
H 1.56 1.85 2.35
H -1.54 4.06 2.35
H -0.99 4.03 0.64
H -0.47 5.35 1.71
H 2.40 3.82 2.91
H 1.35 5.28 2.94
H 2.15 4.81 1.43
H -3.24 -1.85 -1.60
H -2.94 0.40 -2.67
C -3.82 -1.36 -0.80
C -3.52 0.85 -1.85
N -3.40 0.03 -0.67
H -3.65 -1.89 0.15
C -2.78 0.49 0.44
O -2.58 -0.26 1.45
H -3.11 1.85 -1.65
H -2.48 1.55 0.42
H -4.88 -1.39 -1.07
H -4.58 0.95 -2.14
O 0.97 -1.62 -2.59
C 1.89 -0.56 -2.55
C 0.14 1.11 -2.08
C 1.50 0.76 -2.00
H -0.58 0.33 -2.27
C -0.26 2.42 -1.84
H 2.93 -0.88 -2.29
C 2.43 1.70 -1.49
H -1.32 2.67 -1.90
C 0.69 3.38 -1.50
C 2.01 3.00 -1.20
H 3.46 1.33 -1.26
H 0.39 4.43 -1.44
H 2.70 3.72 -0.77
Si 0.76 -3.30 -1.41
Cl -0.02 -0.71 0.00
C -0.93 -4.13 -1.25
C 1.79 -3.49 0.18
C 1.70 -3.94 -2.79
H -1.72 -3.58 -0.72
H -0.74 -5.06 -0.70
H -1.28 -4.40 -2.26
H 1.03 -3.77 -3.64
H 1.94 -4.98 -2.69
H 2.61 -3.37 -2.86
H 2.19 -2.56 0.58
H 2.62 -4.17 -0.06
H 1.22 -3.95 1.00
C -1.60 1.02 6.22
P -0.72 -0.18 5.22
C 1.03 0.22 5.33
C -0.92 -1.91 5.68
O -1.45 0.14 3.90
H -2.68 0.81 6.11
H -1.37 2.00 5.80
H -1.28 0.95 7.25
H 1.26 0.39 6.39
H 1.65 -0.60 4.94
H 1.23 1.14 4.77
H -1.93 -2.23 5.39
H -0.17 -2.52 5.16
H -0.78 -2.01 6.76
```

As for the HOMO energy (spin up / spin down): -1.58 / -3.00 eV. As for the LUMO energy (spin up / spin down): 2.17 / 2.16 eV. Its relative energy (zero: lowest compared OMol25 entry of this formula, charge and spin) is 58.7 kcal per mole. The frontier orbital gap (spin up / spin down) is 3.747 / 5.153 eV. Its multiplicity is 3. The total charge is -1. As for the total energy: -93730.7426 eV.

Copy entry 1 word for word.
Here is a 5-piece molecular cluster, C13H29Cl8OPS overall from the Open Molecules 2025 dataset. Energies are from ωB97M-V/def2-TZVPD.

Structure (XYZ):
```
53
C13H29Cl8OPS ωB97M-V/def2-TZVPD
C 1.99 -2.19 0.72
O 2.30 -0.86 0.34
C 1.27 -0.29 -0.47
C 0.26 0.50 0.41
C -1.23 0.32 -0.08
C -1.69 -1.08 0.44
P -3.18 -1.76 -0.46
S -4.05 -3.14 0.97
H 1.07 -2.26 1.34
H 2.81 -2.51 1.38
H 1.87 -2.85 -0.15
H 0.69 -1.06 -1.01
H 1.80 0.37 -1.18
H 0.29 0.02 1.41
H 0.52 1.55 0.57
H -1.25 0.40 -1.17
H -1.83 1.09 0.42
H -0.84 -1.79 0.37
H -1.93 -1.03 1.52
H -2.70 -2.63 -1.49
H -3.52 -2.73 2.17
Cl 6.67 2.21 -0.34
C 5.60 2.19 1.08
C 4.20 1.74 0.73
Cl 3.34 2.94 -0.28
H 5.60 3.19 1.52
H 6.03 1.50 1.80
H 3.61 1.62 1.64
H 4.20 0.79 0.20
Cl 0.92 2.25 3.11
C 1.26 1.41 4.64
C 2.73 1.12 4.80
Cl 3.30 -0.09 3.62
H 0.67 0.50 4.66
H 0.92 2.06 5.45
H 2.93 0.71 5.80
H 3.33 2.01 4.68
Cl -2.41 3.45 0.70
C -2.11 4.24 -0.87
C -3.21 3.96 -1.87
Cl -3.24 2.26 -2.39
H -1.14 3.91 -1.23
H -2.05 5.31 -0.68
H -3.05 4.57 -2.76
H -4.18 4.21 -1.46
Cl -4.17 -2.87 -5.83
C -3.59 -4.53 -5.55
C -3.14 -4.74 -4.12
Cl -1.66 -3.83 -3.73
H -2.78 -4.72 -6.25
H -4.41 -5.20 -5.78
H -2.92 -5.79 -3.96
H -3.92 -4.44 -3.41
```

As for the HOMO energy: -7.97 eV. As for the LUMO energy: 0.46 eV. Its relative energy (zero: lowest compared OMol25 entry of this formula, charge and spin) is 14.2 kcal per mole. The frontier orbital gap is 8.433 eV. As for the SMILES: COCCCCPS.ClCCCl.ClCCCl.ClCCCl.ClCCCl. As for the total energy: -136302.1495 eV.